(1)
Density functional theory data (the ωB97M-V functional and the def2-TZVPD basis) for C31H47BrN2P2Re as an isolated structure.

```
! wB97M-V def2-TZVPD RIJCOSX def2/J DEFGRID3
* xyz 4 4
N -2.31 6.57 3.75
C -2.01 5.53 4.52
C -1.06 4.58 4.12
C -0.22 4.98 3.05
C -0.51 6.09 2.27
C -1.58 6.88 2.69
C 0.95 4.23 2.76
Re 2.29 0.25 -0.20
P 0.74 -3.89 -1.76
C 2.01 4.52 1.90
C 2.29 3.45 0.94
C 2.51 3.48 -0.42
C 3.04 2.26 -1.03
C 3.77 1.45 -0.15
C 3.56 1.40 1.23
C 2.29 2.04 1.49
Br 2.86 -1.83 -1.15
H 0.63 3.17 2.92
H 2.56 5.46 1.88
H -1.00 3.59 4.56
H 0.05 6.24 1.35
H -2.56 5.42 5.44
H -1.83 7.76 2.11
H 2.33 4.37 -1.05
H 1.83 1.94 2.45
H 3.32 2.17 -2.08
H 4.16 0.89 1.98
P -0.32 0.58 -1.07
C 1.71 -4.91 -0.62
C 3.00 -5.62 -1.06
H 0.99 -5.63 -0.19
H 1.96 -4.22 0.21
H 3.43 -6.07 -0.15
H 2.83 -6.42 -1.80
H 3.77 -4.94 -1.48
C 1.39 -3.33 -3.37
C 1.55 -4.43 -4.41
H 2.38 -2.88 -3.18
H 0.79 -2.49 -3.78
H 2.12 -4.01 -5.27
H 2.10 -5.28 -3.98
H 0.59 -4.81 -4.78
C -0.99 -4.31 -1.81
C -1.00 -5.82 -1.91
H -1.52 -3.82 -2.64
H -1.52 -3.96 -0.92
H -2.04 -6.18 -1.92
H -0.47 -6.12 -2.82
H -0.47 -6.24 -1.06
C -2.14 0.18 -0.73
C -2.70 -1.13 -1.26
H -2.72 1.02 -1.15
H -2.30 0.24 0.35
H -3.80 -1.09 -1.25
H -2.40 -1.31 -2.30
H -2.39 -1.99 -0.66
C -0.36 0.26 -2.88
C 0.50 1.30 -3.59
H -1.40 0.28 -3.24
H 0.02 -0.77 -3.04
H 0.38 1.23 -4.68
H 0.21 2.31 -3.31
H 1.56 1.17 -3.34
C -0.65 2.43 -1.05
C -1.42 3.09 0.09
H -1.15 2.66 -2.00
H 0.34 2.90 -1.10
H -1.27 4.18 0.07
H -2.50 2.92 0.03
H -1.10 2.76 1.09
C -3.22 -1.44 3.97
C -2.08 -1.16 3.02
C -1.41 -2.15 2.30
C -0.24 -1.86 1.59
N 0.22 -0.61 1.41
C -0.49 0.37 2.02
C -1.64 0.15 2.80
H -4.14 -1.73 3.45
H -2.97 -2.27 4.66
H -3.44 -0.56 4.58
H -1.77 -3.18 2.34
H 0.38 -2.66 1.16
H -0.14 1.38 1.86
H -2.16 1.01 3.23
*
```

The gap between HOMO and LUMO (alpha / beta) comes out at 0.1522 / 0.1628 Ha. The molar mass is 775.79 g mol⁻¹. As for the strongest force on any atom: 0.07761 hartree/bohr. As for the HOMO energy (alpha / beta): -19.13 / -18.88 eV. The total energy comes out at -4652.1093 hartree. As for the expectation value of S²: 4.09.



(2)
Density functional theory data (the ωB97M-V functional and the def2-TZVPD basis) for a 2-piece molecular cluster, C3H10OS overall.

```
! wB97M-V def2-TZVPD RIJCOSX def2/J DEFGRID3
* xyz 0 1
C -3.03 -0.48 -3.16
O -3.30 0.78 -2.53
H -3.89 -0.69 -3.81
H -2.17 -0.39 -3.83
H -2.93 -1.16 -2.31
H -4.20 1.03 -2.52
C 1.17 1.40 2.14
C 0.86 0.00 1.72
S 2.39 -0.82 1.01
H 1.44 1.93 1.22
H 1.94 1.54 2.91
H 0.26 1.85 2.54
H 0.53 -0.71 2.50
H 0.05 -0.03 0.97
H 2.69 -1.64 2.05
*
```

The gap between HOMO and LUMO comes out at 0.3601 Ha. The molar mass is 94.18 g mol⁻¹. As for the strongest force on any atom: 0.03481 hartree/bohr. The SMILES is CCS.CO. As for the HOMO energy: -8.98 eV. The total energy comes out at -593.6820 hartree. For the energy relative to the best compared isomer or geometry (same formula, charge and spin), the calculation gives 92.1 kJ/mol.



(3)
Density functional theory data (the ωB97M-V functional and the def2-TZVPD basis) for a 12-piece molecular cluster, C40H92N4O28 overall.

```
! wB97M-V def2-TZVPD RIJCOSX def2/J DEFGRID3
* xyz 0 1
C 1.98 -3.80 -1.24
C 1.52 -4.90 -0.28
C 0.46 -5.79 -0.85
O -0.74 -5.04 -1.33
C -1.62 -5.87 -2.14
N 2.72 -5.69 0.02
H 2.68 -3.19 -0.69
H 1.07 -3.21 -1.56
H 2.51 -4.16 -2.14
H 1.13 -4.44 0.61
H 0.05 -6.54 -0.16
H 0.90 -6.20 -1.77
H -1.17 -6.87 -2.31
H -1.71 -5.41 -3.14
H -2.58 -5.95 -1.63
H 3.30 -5.77 -0.82
H 2.59 -6.66 0.27
C 1.12 4.66 2.51
C -0.21 3.94 2.88
C -1.41 4.82 2.87
O -1.11 6.18 3.28
C -0.74 6.40 4.62
N -0.48 2.82 1.94
H 0.89 5.28 1.64
H 1.84 3.83 2.15
H 1.59 5.35 3.22
H -0.07 3.47 3.88
H -2.22 4.47 3.51
H -1.75 4.99 1.84
H -1.53 6.11 5.34
H -0.51 7.44 4.79
H 0.11 5.81 4.89
H -0.20 3.00 0.97
H -0.08 1.92 2.16
C -7.41 -1.29 -0.54
C -6.55 -0.26 -1.26
C -5.10 -0.60 -0.93
O -4.11 0.25 -1.47
C -3.96 1.46 -0.75
N -6.71 -0.19 -2.71
H -8.47 -1.06 -0.64
H -7.06 -1.37 0.50
H -7.31 -2.23 -1.05
H -6.87 0.71 -0.89
H -4.87 -1.63 -1.21
H -4.91 -0.84 0.12
H -4.93 1.93 -0.62
H -3.32 2.16 -1.30
H -3.44 1.33 0.17
H -6.24 0.64 -3.02
H -6.07 -0.85 -3.12
C -0.62 -0.23 5.49
C -1.57 1.00 5.29
C -3.02 0.56 5.36
O -3.29 -0.49 4.50
C -3.84 -0.08 3.30
N -1.33 1.98 6.39
H 0.38 0.17 5.67
H -0.59 -1.04 4.71
H -0.81 -0.71 6.49
H -1.29 1.41 4.33
H -3.76 1.41 5.24
H -3.15 0.12 6.33
H -4.69 0.63 3.50
H -4.33 -0.97 2.91
H -3.24 0.41 2.55
H -1.45 1.45 7.23
H -0.32 2.09 6.40
C -1.53 -2.95 2.34
O -1.35 -4.35 2.51
C -0.27 -4.68 3.26
O 0.64 -3.98 3.59
O -0.32 -6.02 3.50
C 0.81 -6.44 4.31
H -0.73 -2.51 1.82
H -1.60 -2.44 3.31
H -2.43 -2.72 1.76
H 1.81 -6.37 3.87
H 0.62 -7.50 4.51
H 0.78 -5.82 5.21
C -0.79 4.25 -5.20
O -0.74 2.90 -4.89
C 0.44 2.33 -5.06
O 1.46 2.97 -5.15
O 0.41 0.94 -5.12
C 1.58 0.17 -4.90
H -1.74 4.65 -4.77
H -0.69 4.36 -6.24
H 0.05 4.87 -4.72
H 1.65 -0.60 -5.66
H 1.63 -0.24 -3.92
H 2.50 0.78 -4.87
C -1.97 -3.10 -5.87
O -2.46 -3.05 -4.52
C -1.61 -2.56 -3.61
O -0.58 -2.00 -3.78
O -2.24 -2.73 -2.41
C -1.73 -2.19 -1.20
H -2.56 -3.85 -6.38
H -0.88 -3.27 -5.95
H -2.13 -2.17 -6.44
H -1.88 -2.99 -0.49
H -2.34 -1.34 -0.91
H -0.65 -1.93 -1.25
C -6.34 2.11 -7.71
O -5.03 2.37 -7.27
C -4.89 2.01 -5.93
O -5.72 1.70 -5.18
O -3.57 2.06 -5.66
C -3.32 1.59 -4.29
H -7.00 2.03 -6.87
H -6.36 1.18 -8.19
H -6.61 2.92 -8.40
H -3.49 2.41 -3.60
H -2.30 1.24 -4.34
H -3.93 0.72 -3.99
C 5.37 -4.64 3.80
O 5.88 -3.84 2.69
C 6.70 -2.84 3.11
O 7.05 -2.65 4.23
O 7.13 -2.04 2.03
C 7.90 -0.90 2.37
H 4.73 -4.06 4.33
H 6.19 -4.90 4.49
H 5.03 -5.63 3.39
H 8.06 -0.82 3.49
H 7.35 -0.03 2.04
H 8.86 -0.95 1.91
C 2.39 3.04 -1.14
O 2.89 4.29 -1.67
C 4.24 4.35 -1.63
O 4.91 3.43 -1.32
O 4.65 5.51 -2.09
C 6.05 5.71 -2.04
H 1.30 3.08 -1.45
H 2.53 2.90 -0.04
H 2.79 2.21 -1.64
H 6.39 5.82 -1.02
H 6.36 6.56 -2.64
H 6.54 4.78 -2.32
C 2.44 -0.88 1.71
O 2.06 -0.43 0.39
C 0.82 0.05 0.19
O -0.17 -0.04 0.95
O 0.78 0.60 -1.00
C -0.47 1.05 -1.37
H 3.36 -1.44 1.53
H 1.66 -1.48 2.18
H 2.70 -0.05 2.33
H -0.89 1.80 -0.68
H -1.20 0.27 -1.54
H -0.43 1.58 -2.30
C 5.38 0.07 -0.54
O 5.96 0.94 0.52
C 5.07 1.62 1.29
O 3.90 1.46 1.36
O 5.80 2.51 2.00
C 5.01 3.48 2.62
H 4.65 -0.64 -0.10
H 6.23 -0.55 -0.85
H 5.00 0.70 -1.39
H 4.21 3.17 3.30
H 4.54 4.02 1.78
H 5.63 4.13 3.17
*
```

The gap between HOMO and LUMO comes out at 0.3584 Ha. The molar mass is 1077.18 g mol⁻¹. As for the strongest force on any atom: 0.09087 hartree/bohr. The SMILES is COC[C@H](C)N.COC[C@H](C)N.COC[C@H](C)N.COC[C@H](C)N.COC(=O)OC.COC(=O)OC.COC(=O)OC.COC(=O)OC.COC(=O)OC.COC(=O)OC.COC(=O)OC.COC(=O)OC. As for the HOMO energy: -9.22 eV. The total energy comes out at -3904.8751 hartree.



(4)
Density functional theory data (the ωB97M-V functional and the def2-TZVPD basis) for C32H49Cl29N4O4PSSi as an isolated structure.

```
! wB97M-V def2-TZVPD RIJCOSX def2/J DEFGRID3
* xyz 1 1
C 3.15 4.80 -1.11
C 2.89 3.65 -1.38
C 2.35 2.19 -1.66
C 2.21 1.28 -0.34
Cl 3.32 2.19 0.89
C 0.80 1.20 0.36
C 0.09 2.60 0.06
C -0.16 3.55 1.02
N -0.05 -0.04 0.19
C -0.33 -0.53 1.58
C 0.82 -1.08 2.51
C 0.75 -2.68 2.82
S 0.66 -3.02 4.64
C -1.42 0.19 -0.41
C -2.59 0.73 0.50
O -3.68 1.12 -0.35
Si -4.40 2.60 0.15
C -3.50 4.00 -0.84
C -6.26 2.59 -0.39
C -4.41 2.90 2.03
C 0.58 -1.09 -0.75
C 0.06 -2.58 -0.47
C -0.07 -3.55 -1.73
C 1.29 -4.32 -2.11
C 1.74 -5.38 -1.01
N 2.71 -6.32 -1.63
C 0.40 -0.67 -2.30
C 1.45 -1.14 -3.35
O 1.10 -1.98 -4.18
N 2.83 -0.64 -3.51
C 2.75 0.37 -4.63
C 3.74 -1.70 -4.01
C 2.16 -1.23 -0.50
N 2.95 0.01 -0.60
P 4.56 -0.10 0.13
O 4.47 -0.87 1.64
O 5.53 -1.12 -0.87
H 3.64 5.72 -0.69
H 1.43 2.33 -2.27
H 3.15 1.71 -2.30
H 1.04 1.36 1.46
H -0.24 2.80 -1.00
H -0.18 3.40 2.14
H -0.43 4.58 0.64
H -1.18 -1.28 1.65
H -0.71 0.35 2.21
H 0.71 -0.67 3.57
H 1.87 -0.74 2.26
H 1.70 -3.11 2.38
H -0.18 -3.08 2.34
H 1.85 -2.62 5.22
H -1.87 -0.77 -0.84
H -1.44 0.90 -1.29
H -2.99 -0.09 1.18
H -2.20 1.54 1.18
H -2.98 3.50 -1.72
H -4.30 4.68 -1.25
H -2.78 4.49 -0.13
H -6.80 2.00 0.41
H -6.59 3.67 -0.31
H -6.42 2.15 -1.42
H -4.93 2.09 2.62
H -4.84 3.92 2.24
H -3.33 2.92 2.39
H 0.82 -3.12 0.18
H -0.97 -2.61 -0.01
H -0.61 -3.14 -2.62
H -0.73 -4.40 -1.36
H 1.01 -4.93 -3.02
H 2.11 -3.63 -2.46
H 2.24 -4.81 -0.16
H 0.85 -5.91 -0.55
H 2.21 -7.00 -2.20
H 3.31 -5.75 -2.23
H -0.61 -1.02 -2.69
H 0.34 0.46 -2.42
H 3.76 0.89 -4.67
H 2.43 -0.08 -5.61
H 2.03 1.17 -4.26
H 3.56 -1.93 -5.11
H 4.79 -1.25 -3.98
H 3.79 -2.62 -3.37
H 2.40 -1.76 0.49
H 2.63 -1.98 -1.22
H 4.89 -1.76 1.52
H 5.12 -1.12 -1.76
C -2.95 -4.62 6.46
Cl -2.80 -4.67 4.69
Cl -1.79 -5.74 7.19
Cl -2.62 -2.97 7.03
Cl -4.60 -5.08 6.92
C 7.47 -3.99 1.86
Cl 7.26 -3.98 3.62
Cl 5.92 -3.64 1.07
Cl 8.65 -2.74 1.40
Cl 8.05 -5.58 1.34
C -6.90 3.47 -4.60
Cl -6.66 5.23 -4.63
Cl -8.39 3.09 -3.72
Cl -7.02 2.86 -6.26
Cl -5.52 2.71 -3.78
C -2.60 6.16 4.13
Cl -1.66 7.56 4.69
Cl -1.59 4.69 4.22
Cl -4.03 5.96 5.15
Cl -3.09 6.42 2.45
C -5.39 8.82 -3.09
Cl -4.46 10.22 -2.52
Cl -4.38 7.36 -2.99
Cl -6.83 8.61 -2.08
Cl -5.88 9.08 -4.78
C -6.03 -0.93 6.90
Cl -5.85 -2.18 5.65
Cl -5.82 -1.65 8.50
Cl -4.81 0.33 6.65
Cl -7.65 -0.22 6.78
C 9.43 -5.20 -2.36
Cl 7.74 -4.73 -2.06
Cl 10.16 -4.08 -3.51
Cl 10.34 -5.15 -0.83
Cl 9.48 -6.85 -3.02
*
```

The gap between HOMO and LUMO comes out at 0.3031 Ha. The molar mass is 1673.03 g mol⁻¹. As for the strongest force on any atom: 0.07370 hartree/bohr. As for the HOMO energy: -10.39 eV. The total energy comes out at -16142.7542 hartree.



(5)
Density functional theory data (the ωB97M-V functional and the def2-TZVPD basis) for a 2-piece molecular cluster, C32H34NO2 overall.

```
! wB97M-V def2-TZVPD RIJCOSX def2/J DEFGRID3
* xyz 1 1
C -3.57 3.55 -3.22
O -3.36 2.15 -2.94
C -2.17 1.56 -3.26
C -2.06 0.17 -2.96
C -0.82 -0.37 -2.77
C 0.37 0.40 -2.96
C 1.61 -0.16 -2.59
C 2.88 0.47 -2.77
C 3.99 -0.31 -3.21
C 5.22 0.26 -3.44
C 5.41 1.66 -3.22
O 6.67 2.14 -3.44
C 6.89 3.57 -3.36
C 4.33 2.44 -2.75
C 3.10 1.85 -2.53
C 0.21 1.70 -3.55
C -1.03 2.28 -3.68
H -4.64 3.71 -3.04
H -2.98 4.18 -2.54
H -3.33 3.79 -4.26
H -2.98 -0.40 -2.81
H -0.73 -1.42 -2.49
H 1.60 -1.20 -2.28
H 3.83 -1.37 -3.40
H 6.07 -0.33 -3.78
H 7.96 3.70 -3.55
H 6.32 4.10 -4.13
H 6.64 3.95 -2.36
H 4.46 3.51 -2.55
H 2.28 2.47 -2.16
H 1.08 2.27 -3.87
H -1.11 3.31 -4.06
C -2.56 -1.93 6.82
C -2.50 -0.60 6.38
C -2.08 -0.31 5.09
C -1.69 -1.33 4.22
C -1.30 -0.92 2.79
C -2.49 -0.88 1.84
C -2.50 0.07 0.81
C -3.59 0.18 -0.05
C -4.68 -0.68 0.10
C -4.67 -1.66 1.10
C -3.57 -1.76 1.97
C -0.21 -1.78 2.14
C 1.04 -2.07 3.00
C 2.17 -2.29 1.98
C 1.62 -1.77 0.63
N 0.33 -1.22 0.93
C -1.73 -2.66 4.65
C -2.17 -2.96 5.95
H -2.90 -2.16 7.83
H -2.79 0.22 7.04
H -2.05 0.72 4.72
H -0.89 0.10 2.86
H -1.63 0.73 0.69
H -3.58 0.93 -0.84
H -5.53 -0.61 -0.58
H -5.50 -2.35 1.22
H -3.56 -2.52 2.76
H -0.66 -2.77 1.89
H 1.26 -1.19 3.64
H 0.88 -2.93 3.66
H 3.07 -1.74 2.27
H 2.43 -3.35 1.91
H 2.26 -1.00 0.17
H 1.55 -2.60 -0.10
H -0.28 -1.05 0.14
H -1.43 -3.48 3.98
H -2.21 -4.00 6.27
*
```

The gap between HOMO and LUMO comes out at 0.1939 Ha. The molar mass is 464.63 g mol⁻¹. As for the strongest force on any atom: 0.03497 hartree/bohr. As for the HOMO energy: -10.46 eV. The total energy comes out at -1444.7338 hartree. For the energy relative to the best compared isomer or geometry (same formula, charge and spin), the calculation gives 0.0 kJ/mol.



(6)
Density functional theory data (the ωB97M-V functional and the def2-TZVPD basis) for a 2-piece molecular cluster, CH4O2PS overall.

```
! wB97M-V def2-TZVPD RIJCOSX def2/J DEFGRID3
* xyz -1 1
C 0.14 -0.58 -0.82
O -1.90 1.18 -0.83
O -1.11 0.21 1.39
P -1.35 -0.01 -0.21
S 2.25 0.86 -0.13
H 0.43 -0.60 -1.91
H 0.25 -1.49 -0.32
H -0.39 -0.25 1.87
H 1.68 0.69 0.96
*
```

The gap between HOMO and LUMO (alpha / beta) comes out at 0.2328 / 0.2313 Ha. The molar mass is 111.08 g mol⁻¹. As for the strongest force on any atom: 0.06576 hartree/bohr. As for the HOMO energy (alpha / beta): -2.94 / -2.90 eV. The total energy comes out at -930.5288 hartree. For the energy relative to the best compared isomer or geometry (same formula, charge and spin), the calculation gives 415.7 kJ/mol.



Copy entry 5 word for word.
Density functional theory data (the ωB97M-V functional and the def2-TZVPD basis) for a 2-piece molecular cluster, C32H34NO2 overall.

```
! wB97M-V def2-TZVPD RIJCOSX def2/J DEFGRID3
* xyz 1 1
C -3.57 3.55 -3.22
O -3.36 2.15 -2.94
C -2.17 1.56 -3.26
C -2.06 0.17 -2.96
C -0.82 -0.37 -2.77
C 0.37 0.40 -2.96
C 1.61 -0.16 -2.59
C 2.88 0.47 -2.77
C 3.99 -0.31 -3.21
C 5.22 0.26 -3.44
C 5.41 1.66 -3.22
O 6.67 2.14 -3.44
C 6.89 3.57 -3.36
C 4.33 2.44 -2.75
C 3.10 1.85 -2.53
C 0.21 1.70 -3.55
C -1.03 2.28 -3.68
H -4.64 3.71 -3.04
H -2.98 4.18 -2.54
H -3.33 3.79 -4.26
H -2.98 -0.40 -2.81
H -0.73 -1.42 -2.49
H 1.60 -1.20 -2.28
H 3.83 -1.37 -3.40
H 6.07 -0.33 -3.78
H 7.96 3.70 -3.55
H 6.32 4.10 -4.13
H 6.64 3.95 -2.36
H 4.46 3.51 -2.55
H 2.28 2.47 -2.16
H 1.08 2.27 -3.87
H -1.11 3.31 -4.06
C -2.56 -1.93 6.82
C -2.50 -0.60 6.38
C -2.08 -0.31 5.09
C -1.69 -1.33 4.22
C -1.30 -0.92 2.79
C -2.49 -0.88 1.84
C -2.50 0.07 0.81
C -3.59 0.18 -0.05
C -4.68 -0.68 0.10
C -4.67 -1.66 1.10
C -3.57 -1.76 1.97
C -0.21 -1.78 2.14
C 1.04 -2.07 3.00
C 2.17 -2.29 1.98
C 1.62 -1.77 0.63
N 0.33 -1.22 0.93
C -1.73 -2.66 4.65
C -2.17 -2.96 5.95
H -2.90 -2.16 7.83
H -2.79 0.22 7.04
H -2.05 0.72 4.72
H -0.89 0.10 2.86
H -1.63 0.73 0.69
H -3.58 0.93 -0.84
H -5.53 -0.61 -0.58
H -5.50 -2.35 1.22
H -3.56 -2.52 2.76
H -0.66 -2.77 1.89
H 1.26 -1.19 3.64
H 0.88 -2.93 3.66
H 3.07 -1.74 2.27
H 2.43 -3.35 1.91
H 2.26 -1.00 0.17
H 1.55 -2.60 -0.10
H -0.28 -1.05 0.14
H -1.43 -3.48 3.98
H -2.21 -4.00 6.27
*
```

The gap between HOMO and LUMO comes out at 0.1939 Ha. The molar mass is 464.63 g mol⁻¹. As for the strongest force on any atom: 0.03497 hartree/bohr. As for the HOMO energy: -10.46 eV. The total energy comes out at -1444.7338 hartree. For the energy relative to the best compared isomer or geometry (same formula, charge and spin), the calculation gives 0.0 kJ/mol.



Q: The lowest molar mass belongs to which entry?
A: C3H10OS



What did the sixth record say?
Density functional theory data (the ωB97M-V functional and the def2-TZVPD basis) for a 2-piece molecular cluster, CH4O2PS overall.

```
! wB97M-V def2-TZVPD RIJCOSX def2/J DEFGRID3
* xyz -1 1
C 0.14 -0.58 -0.82
O -1.90 1.18 -0.83
O -1.11 0.21 1.39
P -1.35 -0.01 -0.21
S 2.25 0.86 -0.13
H 0.43 -0.60 -1.91
H 0.25 -1.49 -0.32
H -0.39 -0.25 1.87
H 1.68 0.69 0.96
*
```

The gap between HOMO and LUMO (alpha / beta) comes out at 0.2328 / 0.2313 Ha. The molar mass is 111.08 g mol⁻¹. As for the strongest force on any atom: 0.06576 hartree/bohr. As for the HOMO energy (alpha / beta): -2.94 / -2.90 eV. The total energy comes out at -930.5288 hartree. For the energy relative to the best compared isomer or geometry (same formula, charge and spin), the calculation gives 415.7 kJ/mol.